Below is a single C4H7NO2 molecule, with properties calculated with the ωB97M-V functional and the def2-TZVPD basis.

Positions of all 14 atoms, in Å:
N 1.457548 0.682471 1.839714
C 0.987763 0.353772 0.607162
O 1.056309 1.341911 -0.310442
C 0.463787 -0.845111 0.229999
C -0.841180 -0.908092 -0.480811
C -1.663044 0.242062 -0.876951
O -1.045011 -0.579224 -1.865845
H 1.787445 1.620138 2.016066
H 1.032658 0.195325 2.612267
H 1.008823 0.801563 -1.122370
H 0.794118 -1.732520 0.749614
H -1.405360 -1.791130 -0.176794
H -1.265437 1.253804 -0.820595
H -2.749199 0.181215 -0.796475

Forces on the atoms, in the same order (eV/Å):
N 0.1 -0.1 -0.1
C 0.0 -0.2 0.1
O -0.2 -0.1 0.0
C -0.1 -0.1 0.4
C 0.0 -0.1 0.2
C -0.1 0.1 0.1
O 0.2 0.0 -0.3
H 0.1 -0.2 -0.2
H 0.1 0.1 -0.1
H 0.0 0.7 -0.1
H -0.3 0.0 0.3
H 0.1 0.1 -0.2
H -0.1 -0.2 0.1
H 0.2 -0.1 -0.1

Its charge is 0. For the lowest unoccupied orbital energy, the calculation gives 0.8 eV. The multiplicity is 1. As for the total energy: -361.77235 Eh.

Below is a single C4H7NO2 molecule, with properties calculated with the ωB97M-V functional and the def2-TZVPD basis.

Positions of all 14 atoms, in Å:
C -0.226764 1.405721 0.110338
N 0.516710 0.152163 0.084600
C 1.878218 0.231528 0.071027
O 2.502536 1.267082 0.177184
C -0.143259 -1.083377 -0.298274
C -1.594039 -1.074177 0.140653
O -2.500449 -1.385751 -0.589614
H -1.213027 1.259462 -0.336357
H -0.353246 1.766413 1.136491
H 0.315450 2.164205 -0.457671
H 2.366355 -0.755836 -0.051931
H 0.347786 -1.928586 0.205699
H -0.122390 -1.266553 -1.380233
H -1.773878 -0.752299 1.188092

Forces on the atoms, in the same order (eV/Å):
C -0.1 0.1 0.0
N 0.2 0.1 0.0
C 0.0 0.1 0.0
O -0.2 -0.3 0.0
C 0.0 -0.1 -0.1
C -0.2 -0.1 -0.2
O 0.3 0.1 0.4
H 0.1 0.1 0.0
H 0.0 0.0 -0.2
H -0.1 -0.1 0.1
H -0.1 0.1 0.0
H -0.1 0.1 -0.1
H 0.0 0.1 0.1
H 0.0 -0.1 -0.1

Its charge is 0. For the lowest unoccupied orbital energy, the calculation gives 0.7 eV. The multiplicity is 1. As for the total energy: -361.83225 Eh.

Quick rundown of ΔE to the lowest compared entry with this formula, charge and spin, same order as above: 68.1 30.5 kcal/mol